No. 1
C7H9FO2 | the ωB97M-V functional and the def2-TZVPD basis

ORCA input file:
```
! RIJCOSX wB97M-V def2-TZVPD def2/J DEFGRID3
* xyz 0 1
C -1.485 -2.432 -0.988
C -0.799 -0.438 0.275
H -1.728 -2.814 -1.921
H -2.098 1.736 -0.967
H 3.324 0.829 -0.394
C -2.010 1.791 0.092
O 1.630 0.255 0.741
C 3.135 0.556 0.734
H -2.426 2.681 0.550
F -0.567 -1.243 1.296
C -1.338 -1.094 -0.886
H -0.946 0.922 1.787
H 3.406 1.406 1.418
C -1.253 0.875 0.736
H -1.257 -3.025 -0.093
H 3.701 -0.353 1.211
H -1.723 -0.226 -1.622
O 1.355 0.361 -1.558
C 1.080 0.214 -0.412
*
```

The calculation puts the HOMO energy at -7.882 eV.

Atom charges from the natural (NBO) analysis, given in e for atoms 1 to 5:
1 C -0.398
2 C 0.274
3 H 0.206
4 H 0.190
5 H 0.229

No. 2
C7H9N | the ωB97M-V functional and the def2-TZVPD basis

ORCA input file:
```
! RIJCOSX wB97M-V def2-TZVPD def2/J DEFGRID3
* xyz 0 1
H -0.631 -0.714 -0.111
H 2.589 1.340 -0.885
H 2.576 -0.963 -1.314
H 0.841 -2.465 0.000
H -3.503 0.371 -0.485
C 1.130 -1.397 0.221
C -2.440 0.452 -0.403
H 0.668 2.274 0.260
C 1.013 1.303 0.384
C 1.884 -0.603 -0.578
C -1.710 -0.661 -0.286
N 0.263 -0.909 1.193
H -2.220 -1.584 -0.413
H -0.562 0.879 1.844
C 1.860 0.783 -0.437
H -1.979 1.429 -0.157
C 0.222 0.465 1.167
*
```

The calculation puts the HOMO energy at -9.204 eV. Its SMILES is c1ccncc1.C=C.

Atom charges from the natural (NBO) analysis, given in e for atoms 1 to 5:
1 H 0.202
2 H 0.212
3 H 0.224
4 H 0.213
5 H 0.194

No. 3
C7H9N | the ωB97M-V functional and the def2-TZVPD basis

ORCA input file:
```
! RIJCOSX wB97M-V def2-TZVPD def2/J DEFGRID3
* xyz 0 1
H -0.245 2.771 -0.999
H 1.139 -0.597 -2.313
H -2.304 -0.344 1.487
C 0.271 -0.860 0.699
N 0.759 -0.279 -1.303
C 0.930 -1.307 -0.473
C -0.055 0.691 -0.986
C -0.082 1.915 -1.718
H 1.451 -2.375 -0.661
C -0.192 -1.323 1.920
C -1.153 0.055 1.648
C -0.280 0.268 0.411
H 0.776 -1.139 2.469
H -0.565 -2.356 2.011
H -0.829 2.112 -2.594
H -0.988 0.910 2.325
H 1.367 1.858 -1.923
*
```

The calculation puts the HOMO energy at -7.290 eV.

Atom charges from the natural (NBO) analysis, given in e for atoms 1 to 5:
1 H 0.233
2 H 0.414
3 H 0.216
4 C -0.119
5 N -0.464

No. 4
C7H9N | the ωB97M-V functional and the def2-TZVPD basis

ORCA input file:
```
! RIJCOSX wB97M-V def2-TZVPD def2/J DEFGRID3
* xyz 0 1
H 0.987 0.418 -0.845
H 1.566 1.388 1.249
C -0.310 1.557 0.157
C -0.528 -0.961 0.172
C -0.143 0.184 -0.737
H 0.152 1.196 2.098
H -1.951 -0.907 -1.549
C 0.658 -0.511 1.229
C -0.072 -1.759 -2.292
C 0.681 0.925 1.110
N 0.432 -2.156 -3.305
H -0.194 2.459 -0.581
H -1.246 1.649 0.607
H -1.607 -0.635 0.584
H 1.888 -0.791 1.193
C -0.713 -1.009 -1.338
H 0.400 -1.046 2.247
*
```

The calculation puts the HOMO energy at -9.264 eV. Its SMILES is N#CC1[C@H]2CCC[C@H]12.

Atom charges from the natural (NBO) analysis, given in e for atoms 1 to 5:
1 H 0.212
2 H 0.227
3 C -0.358
4 C -0.269
5 C -0.183

No. 5
C7H9N | the ωB97M-V functional and the def2-TZVPD basis

ORCA input file:
```
! RIJCOSX wB97M-V def2-TZVPD def2/J DEFGRID3
* xyz 0 1
C 2.595 1.166 0.306
H 1.906 -1.285 -1.405
C 0.532 -0.266 -0.189
H 0.279 -2.096 -1.381
H 3.354 0.908 -0.404
C -2.328 1.036 -0.795
H 0.958 1.125 1.463
C -1.056 -0.297 0.518
N -1.552 0.926 0.203
H -2.456 0.221 -1.559
C 1.383 0.712 0.552
C 0.895 -1.197 -1.031
C -1.555 -1.371 1.067
H 3.168 1.863 0.847
H -2.580 -1.355 1.264
H -2.858 1.932 -0.923
H -0.684 -2.022 1.467
*
```

The calculation puts the HOMO energy at -9.104 eV. Its SMILES is C=CC(=C)C(=C)N=C.

Atom charges from the natural (NBO) analysis, given in e for atoms 1 to 5:
1 C -0.367
2 H 0.201
3 C -0.048
4 H 0.216
5 H 0.187

No. 6
C7H9N2O2 | the ωB97M-V functional and the def2-TZVPD basis

ORCA input file:
```
! RIJCOSX wB97M-V def2-TZVPD def2/J DEFGRID3
* xyz -1 1
H 3.677 2.302 0.284
O -0.256 1.358 1.017
C -1.390 -1.449 -0.792
H -2.225 -2.043 -0.996
C 0.998 -1.146 -1.053
O 3.339 0.419 -1.299
H 1.962 -1.471 -1.561
C -1.344 -0.181 -0.182
H -2.222 1.330 1.064
C 0.997 -0.046 -0.206
C 2.881 1.589 0.610
H -2.861 -0.271 1.433
H 2.206 2.223 1.238
N 2.404 1.094 -0.735
N -0.213 0.314 0.314
H 3.193 0.715 1.265
C -0.209 -1.905 -1.360
H -0.283 -2.716 -2.101
C -2.515 0.390 0.574
H -3.343 0.397 -0.113
*
```

The calculation puts the HOMO energy (alpha / beta) at -2.708 / -2.706 eV.

Atom charges from the natural (NBO) analysis, given in e for atoms 1 to 5:
1 H 0.173
2 O -0.608
3 C -0.278
4 H 0.200
5 C -0.287

ΔE to the lowest compared entry with this formula, charge and spin, respectively: 266.15 373.49 670.92 723.32 451.61 633.62 kJ/mol.